ORCA calculation (ωB97M-V/def2-TZVPD) on one molecule with the formula C5H6Br2N8 in a non-equilibrium geometry.

Kohn-Sham gap in eV: 10.527
Energy above the lowest of the compared OMol25 structures with the same formula, charge and spin in kcal per mole: 0.0
SMILES: CC(C)(n1nnnc1Br)n1nnnc1Br
DFT total energy in a.u.: -5780.0746
LUMO in eV: 0.014
Molecular weight in Da: 338.0
Max |F| in eV Å⁻¹: 5.16

```
21
Properties=species:S:1:pos:R:3:forces:R:3
C -1.470681 -0.888657 -0.917333 -2.99 -1.37 -1.84
C -0.719565 0.077520 -0.148137 0.83 0.01 5.10
C -1.484398 1.019813 0.894033 -0.73 -0.52 -1.45
N 0.172390 0.812495 -0.899411 1.57 0.51 0.10
N 0.263175 0.492540 -2.168816 -0.04 -0.03 -1.83
N 1.274523 1.077893 -2.654345 0.28 0.31 -0.42
N 1.925604 1.774230 -1.698460 0.15 -0.01 0.43
C 1.265124 1.565305 -0.590434 -0.20 0.40 -1.03
Br 1.729992 2.282548 1.021758 0.19 0.04 0.51
N 0.251898 -0.941750 0.842494 -1.80 3.03 -0.55
N 0.068304 -0.935013 2.200083 -1.04 -0.56 -1.00
N 1.041680 -1.587549 2.691233 0.18 0.68 1.04
N 1.945621 -1.869353 1.774599 0.86 -0.77 -0.84
C 1.446339 -1.445891 0.633041 1.61 -1.00 -0.82
Br 2.402966 -1.665590 -1.019520 -0.85 0.14 1.19
H -0.803820 -1.651907 -1.413722 -0.82 0.88 0.59
H -2.118338 -0.375863 -1.769786 1.32 -1.05 1.92
H -2.152167 -1.382637 -0.155141 0.65 0.34 -1.20
H -2.469403 1.341554 0.368888 1.75 -0.33 0.94
H -1.707989 0.413641 1.774250 -0.21 0.19 -0.21
H -0.861250 1.886681 1.234735 -0.73 -0.85 -0.63
```
Forces are in eV/Å.

ORCA calculation (ωB97M-V/def2-TZVPD) on one molecule with the formula C5H6BrIN2O in a non-equilibrium geometry.

Kohn-Sham gap in eV: 9.685
Energy above the lowest of the compared OMol25 structures with the same formula, charge and spin in kcal per mole: 1.9
SMILES: CO[C@H]1N=C(Br)CN=C1I
DFT total energy in a.u.: -3250.5044
LUMO in eV: 0.441
Molecular weight in Da: 316.9
Max |F| in eV Å⁻¹: 4.37

```
16
Properties=species:S:1:pos:R:3:forces:R:3
C -0.790645 2.418241 0.666028 3.35 2.51 1.28
O -0.254235 1.386099 -0.096958 0.48 -0.94 -0.21
C 0.208629 0.300419 0.617625 3.59 -1.02 0.49
N -0.791443 -0.717115 0.743081 -0.68 0.20 -0.48
C -0.839797 -1.601160 -0.139763 -1.61 -0.04 1.15
Br -2.469151 -2.631048 -0.247374 0.21 -0.10 0.04
C 0.181698 -2.016092 -1.073161 -0.09 1.35 -2.14
N 1.400973 -1.342516 -0.928431 1.43 0.23 -0.24
C 1.502913 -0.351066 -0.203026 -1.57 1.78 0.69
I 3.360380 0.638398 -0.354266 -0.14 0.28 0.46
H -0.606618 3.346576 0.072515 -0.32 -0.62 0.36
H -0.058817 2.595135 1.639589 -2.38 -0.55 -1.97
H -1.836087 2.331557 0.812638 -0.93 -0.33 0.78
H 0.630327 0.564635 1.654098 -0.86 -0.08 -1.39
H 0.437863 -3.008160 -1.010431 -0.03 -2.76 0.49
H -0.075987 -1.913904 -2.152171 -0.44 0.10 0.67
```
Forces are in eV/Å.

ORCA calculation (ωB97M-V/def2-TZVPD) on a 2-piece molecular cluster, C5H6BrNS overall in a non-equilibrium geometry.

Kohn-Sham gap in eV: 9.058
Energy above the lowest of the compared OMol25 structures with the same formula, charge and spin in kcal per mole: 51.6
DFT total energy in a.u.: -3220.9863
LUMO in eV: -0.092
Molecular weight in Da: 192.1
Max |F| in eV Å⁻¹: 4.66

```
14
Properties=species:S:1:pos:R:3:forces:R:3
C -1.460859 1.848559 -0.545390 0.70 0.02 1.55
C -0.817180 2.970577 -0.129825 1.71 -1.41 0.55
C 0.494225 0.888698 0.083819 -2.22 2.23 0.19
C 0.787613 -1.581493 0.210450 -0.73 -2.87 -0.41
C 1.317891 -0.221188 0.508202 1.45 -0.29 4.42
N -0.732519 0.715429 -0.336985 1.29 -0.95 -0.61
S 0.797478 2.606419 0.468010 -0.86 -1.32 -1.06
Br 3.179255 0.003694 -0.175558 -0.74 0.03 0.60
H -2.497107 1.639996 -0.711802 -0.40 0.67 -0.56
H -1.033652 3.951625 0.119029 -1.20 1.72 -0.31
H 0.482761 -2.185001 1.158393 0.43 1.27 -1.74
H 1.488894 -2.268126 -0.370989 -0.54 1.15 0.96
H -0.085152 -1.477611 -0.481346 0.48 -0.13 0.85
H 1.265245 -0.113945 2.085994 0.64 -0.12 -4.43
```
Forces are in eV/Å.

ORCA calculation (ωB97M-V/def2-TZVPD) on one molecule with the formula C5H6Cl2N2 in a non-equilibrium geometry.

Kohn-Sham gap (spin up / spin down) in eV: 7.848 / 7.848
Energy above the lowest of the compared OMol25 structures with the same formula, charge and spin in kcal per mole: 119.7
DFT total energy in a.u.: -1223.8341
LUMO (spin up / spin down) in eV: -0.018 / -0.018
Molecular weight in Da: 165.0
Max |F| in eV Å⁻¹: 4.19

```
15
Properties=species:S:1:pos:R:3:forces:R:3
C -1.007086 1.649444 -0.161526 -1.31 0.42 -2.53
C -3.129786 0.913307 0.521120 -1.85 -0.86 1.95
C -1.771447 -0.714610 1.385381 0.40 1.39 -0.09
C -0.179726 0.952241 0.796667 0.94 -0.33 4.07
C 0.154326 -1.304746 -0.102478 1.25 -1.27 -0.67
N -2.305127 1.591299 -0.079841 3.02 1.03 -0.94
N -0.615375 -0.408979 0.773843 -0.82 -2.47 0.21
Cl -4.247357 1.739208 1.605281 0.38 -0.51 -0.50
Cl -2.385772 -2.280776 0.991084 0.06 -0.37 -0.09
H -0.567747 1.755603 -1.161532 -0.33 0.85 0.36
H 0.873346 0.862958 0.516692 -0.20 0.94 0.09
H -0.273105 1.297261 1.929643 0.12 -0.30 -2.35
H 1.245270 -0.981727 -0.135875 -1.52 -0.05 -0.17
H 0.241531 -2.376283 0.251727 -0.63 1.35 -0.01
H -0.294587 -1.357424 -1.122810 0.49 0.17 0.66
```
Forces are in eV/Å.

ORCA calculation (ωB97M-V/def2-TZVPD) on one molecule with the formula C5H6ClN in a non-equilibrium geometry.

Kohn-Sham gap in eV: 9.026
Energy above the lowest of the compared OMol25 structures with the same formula, charge and spin in kcal per mole: 59.7
SMILES: ClCc1cc[nH]c1
DFT total energy in a.u.: -708.9690
LUMO in eV: 0.652
Molecular weight in Da: 115.6
Max |F| in eV Å⁻¹: 5.31

```
13
Properties=species:S:1:pos:R:3:forces:R:3
Cl -3.050820 -0.306360 -0.543909 -1.65 -0.28 -0.35
C -1.901969 0.458291 0.516433 2.64 -3.72 -0.10
C -0.533963 0.059426 -0.078081 1.37 0.58 0.85
C 0.142516 -1.217725 -0.013679 2.23 1.48 -1.15
C 1.525296 -0.960159 -0.308353 0.16 -2.46 3.23
N 1.657700 0.375831 -0.424749 4.87 1.60 -0.92
C 0.423013 1.056567 -0.433237 0.86 -0.18 1.50
H -1.998130 0.071907 1.577575 -0.05 0.75 -1.36
H -1.862305 1.466577 0.381662 -0.89 2.90 0.23
H -0.166491 -2.236274 0.075757 -0.76 -0.10 0.39
H 2.520888 -1.689663 0.150794 -3.29 2.41 -2.13
H 2.828141 0.703029 -0.476815 -5.29 -0.47 -0.07
H 0.416120 2.218548 -0.423393 -0.19 -2.52 -0.13
```
Forces are in eV/Å.

ORCA calculation (ωB97M-V/def2-TZVPD) on one molecule with the formula C5H6ClN in a non-equilibrium geometry.

Kohn-Sham gap in eV: 9.618
Energy above the lowest of the compared OMol25 structures with the same formula, charge and spin in kcal per mole: 79.7
SMILES: C=C=NC/C=C/Cl
DFT total energy in a.u.: -708.9372
LUMO in eV: 0.888
Molecular weight in Da: 115.6
Max |F| in eV Å⁻¹: 4.96

```
13
Properties=species:S:1:pos:R:3:forces:R:3
C 0.320984 1.538787 -1.068875 1.56 0.80 -2.69
C -0.437521 0.480681 -1.376811 -0.10 -0.66 2.32
N -1.014589 -0.543345 -1.054560 -0.66 1.22 -3.29
C -0.695774 -1.376792 0.065779 -0.08 -0.27 1.63
C -0.156149 -0.501592 1.113459 1.27 1.26 0.25
C 1.008901 0.215961 0.962999 -4.21 -1.58 2.09
Cl 1.196048 1.507814 2.033760 0.68 1.28 0.97
H -0.210842 2.475341 -0.751455 0.94 -0.98 -0.25
H 1.400242 1.556345 -1.601155 -2.70 0.39 1.32
H -1.591627 -1.958328 0.378430 0.75 0.40 -0.30
H 0.096461 -2.007618 -0.232858 0.55 -1.25 -0.67
H -0.897151 -0.109596 1.804725 0.28 0.10 0.12
H 1.855719 -0.005160 0.435008 1.74 -0.72 -1.52
```
Forces are in eV/Å.

ORCA calculation (ωB97M-V/def2-TZVPD) on an isolated ion of composition C5H6ClN2O and charge +1 in a non-equilibrium geometry.

Charge: +1
Kohn-Sham gap in eV: 10.696
Energy above the lowest of the compared OMol25 structures with the same formula, charge and spin in kcal per mole: 26.7
SMILES: C[n+]1c[nH]cc1C(=O)Cl
DFT total energy in a.u.: -838.8088
LUMO in eV: -4.012
Molecular weight in Da: 145.6
Max |F| in eV Å⁻¹: 4.20

```
15
Properties=species:S:1:pos:R:3:forces:R:3
C 1.265956 -0.410118 1.435410 -0.10 4.08 -0.98
N 0.167273 -0.323408 0.471319 -1.20 -3.10 0.94
C -0.819947 -1.254415 0.459553 0.90 0.29 0.36
N -1.692363 -1.027028 -0.505161 1.63 2.49 -0.65
C -1.249157 0.149022 -1.097371 0.64 -0.28 -1.20
C -0.059499 0.514218 -0.535730 -0.84 3.02 -1.41
C 0.769909 1.840309 -0.806484 -1.85 -3.60 -1.13
O 1.571191 2.166890 -0.032471 1.19 1.40 0.83
Cl 0.467499 2.403095 -2.438016 0.19 0.40 0.60
H 0.891385 -1.074187 2.147176 0.43 -1.00 1.45
H 2.207268 -0.549235 0.933501 0.23 -1.00 -0.10
H 1.368827 0.675736 1.753146 -0.14 -1.55 0.58
H -0.954264 -2.026396 1.161010 0.31 -0.83 0.70
H -2.324605 -1.664229 -0.944467 -0.66 -0.32 0.28
H -1.609474 0.579746 -2.001416 -0.74 0.00 -0.27
```
Forces are in eV/Å.

ORCA calculation (ωB97M-V/def2-TZVPD) on a 2-piece molecular cluster, C5H6ClNO3 overall in a non-equilibrium geometry.

Kohn-Sham gap (spin up / spin down) in eV: 6.577 / 6.575
Energy above the lowest of the compared OMol25 structures with the same formula, charge and spin in kcal per mole: 171.4
DFT total energy in a.u.: -934.4761
LUMO (spin up / spin down) in eV: -2.165 / -2.166
Molecular weight in Da: 163.6
Max |F| in eV Å⁻¹: 5.31

```
16
Properties=species:S:1:pos:R:3:forces:R:3
C 0.262487 0.147252 0.099668 -3.66 1.69 -0.86
C -1.811911 -0.333973 -0.154233 5.02 -1.73 0.24
C 0.476341 1.581327 -0.122203 -1.47 -0.62 -0.27
C -2.210564 -1.712141 -0.585114 0.57 1.45 -2.12
C 1.817924 2.040021 0.256826 0.93 1.91 -0.79
N 1.071237 -0.868590 0.523075 -1.77 1.69 -1.08
O 2.221077 -0.649002 0.814903 1.28 -0.57 0.44
O -0.364085 2.358595 -0.558713 -0.21 -0.71 0.02
O 0.497648 -1.930485 0.522285 -0.08 -2.99 0.62
Cl -2.899623 0.710831 0.351331 -0.98 1.05 0.29
H -1.389307 -2.442501 -0.592743 -0.24 0.67 -0.16
H -3.077330 -2.114399 -0.141987 -1.08 -0.23 1.13
H -2.630309 -1.499807 -1.649771 0.99 -0.35 1.17
H 2.124050 1.373551 1.047994 1.20 0.27 -0.25
H 1.729750 3.094839 0.625517 -0.04 -0.89 -0.29
H 2.421068 2.125542 -0.729900 -0.46 -0.65 1.92
```
Forces are in eV/Å.